The following is a DFT calculation (ωB97M-V/def2-TZVPD) of 5 unconnected molecules or ions with the total composition C25H49N2O7 in a non-equilibrium geometry.

```
83
Properties=species:S:1:pos:R:3:mulliken_charge:R:1
O 3.18 0.78 1.25 -0.417
C 2.62 1.03 -0.07 0.535
O 2.43 -0.08 -0.66 -0.723
O 2.35 2.16 -0.43 -0.676
H 3.06 -0.17 1.05 0.262
C 0.44 -2.53 -5.23 -1.648
C 1.65 -1.61 -5.42 1.814
C 2.60 -2.19 -6.48 -1.370
C 2.20 -1.96 -7.92 -0.744
C 2.07 -0.46 -8.11 -1.291
C 0.99 0.11 -7.19 1.432
N 1.27 -0.27 -5.84 0.594
O 0.44 0.41 -4.95 -0.917
C -0.40 -0.37 -7.71 -1.721
C 0.97 1.61 -7.40 -1.887
C 2.51 -1.49 -4.13 -1.863
H -0.01 -2.89 -6.16 0.256
H -0.33 -1.98 -4.67 0.402
H 0.71 -3.38 -4.59 0.210
H 2.73 -3.27 -6.27 0.356
H 3.63 -1.85 -6.29 0.475
H 1.22 -2.44 -8.02 0.306
H 2.91 -2.44 -8.60 0.361
H 1.80 -0.26 -9.15 0.473
H 3.02 0.01 -7.83 0.381
H -0.57 -0.27 -8.80 0.337
H -1.23 0.19 -7.26 0.417
H -0.70 -1.40 -7.51 0.327
H 0.23 2.19 -6.85 0.351
H 0.88 1.91 -8.45 0.357
H 1.95 1.99 -7.09 0.440
H 3.28 -0.78 -4.41 0.523
H 3.00 -2.43 -3.84 0.109
H 1.97 -1.15 -3.25 0.467
C -5.81 2.26 4.90 -1.668
C -4.54 3.12 5.14 1.638
C -4.31 3.25 6.64 -1.422
C -3.78 2.01 7.33 -0.710
C -2.50 1.62 6.59 -1.373
C -2.62 1.56 5.05 1.726
N -3.36 2.66 4.47 0.438
O -3.44 2.60 3.10 -0.892
C -3.23 0.19 4.70 -1.905
C -1.14 1.61 4.60 -2.032
C -4.89 4.54 4.65 -1.934
H -6.74 2.60 5.37 0.386
H -5.59 1.25 5.27 0.359
H -5.97 2.12 3.83 0.374
H -5.28 3.59 7.03 0.464
H -3.57 4.03 6.88 0.362
H -4.46 1.15 7.18 0.290
H -3.66 2.11 8.41 0.376
H -2.13 0.64 6.93 0.412
H -1.76 2.35 6.95 0.427
H -3.76 0.13 3.75 0.366
H -3.95 -0.17 5.45 0.336
H -2.45 -0.59 4.67 0.430
H -0.54 0.77 4.95 0.328
H -0.79 2.58 4.95 0.515
H -1.02 1.63 3.51 0.477
H -4.23 5.30 5.07 0.440
H -5.89 4.81 5.02 0.389
H -4.92 4.52 3.56 0.393
C 1.70 -3.49 -0.45 -1.077
C 1.29 -4.28 -1.67 0.940
O 0.21 -4.07 -2.18 -0.555
C 2.22 -5.34 -2.22 -1.245
H 0.87 -2.85 -0.17 0.277
H 2.56 -2.88 -0.73 0.261
H 1.93 -4.20 0.35 0.425
H 1.99 -5.38 -3.29 0.327
H 1.97 -6.34 -1.86 0.385
H 3.28 -5.11 -2.16 0.318
C 4.64 0.17 3.85 -0.877
C 3.79 0.34 5.10 0.629
O 4.38 0.24 6.17 -0.628
C 2.28 0.47 5.17 -0.872
H 5.63 -0.14 4.16 0.331
H 4.62 1.02 3.17 0.266
H 4.23 -0.67 3.29 0.186
H 1.77 -0.42 4.81 0.331
H 1.93 1.38 4.70 0.324
H 2.10 0.60 6.24 0.337
```

Properties
* LUMO level: 0.216 hartree
* HOMO: 2.472 eV
* frontier orbital gap: 0.1251 hartree
* total charge: -3
* E_tot: -44025.7775 eV



The following is a DFT calculation (ωB97M-V/def2-TZVPD) of a molecular structure, C25H49NO2PdSSi2 in a non-equilibrium geometry.

```
81
Properties=species:S:1:pos:R:3:lowdin_spin:R:1
O 1.57 1.77 1.71 0.000
O 2.23 3.48 0.19 0.000
C 0.35 2.04 2.47 0.000
C -0.41 0.83 2.98 0.001
H -0.28 2.63 1.78 0.000
H 0.65 2.66 3.34 0.000
H -0.08 -0.16 2.61 0.001
H -1.48 0.95 2.74 0.000
H -0.35 0.81 4.08 0.000
C 2.60 1.09 2.50 0.000
C 3.85 1.91 2.42 0.000
H 2.71 0.07 2.11 0.001
H 2.23 0.99 3.53 0.000
H 4.13 2.11 1.38 0.000
H 4.67 1.41 2.93 0.000
H 3.65 2.87 2.94 0.000
C 3.09 2.94 -0.95 0.000
C 1.58 4.77 0.04 0.000
C 2.92 1.45 -1.06 0.002
H 4.11 3.27 -0.67 0.000
H 2.75 3.42 -1.87 0.000
H 2.91 0.94 -0.10 0.000
H 3.74 1.02 -1.66 0.001
H 2.02 1.16 -1.63 0.001
C 2.15 5.78 1.01 0.000
H 0.52 4.60 0.22 0.000
H 1.73 5.10 -1.00 0.000
H 2.09 5.48 2.07 0.000
H 1.58 6.69 0.82 0.000
H 3.22 5.96 0.83 0.000
H 2.10 2.89 1.05 0.000
Pd -1.27 -1.87 -0.40 0.485
C -0.76 -0.12 -1.04 0.068
Si -1.59 1.18 -2.14 0.020
H 0.31 -0.24 -1.34 0.004
H -0.67 0.44 -0.06 0.005
C -2.62 2.02 -0.80 0.001
C -2.16 0.08 -3.52 0.006
C -0.33 2.48 -2.72 0.006
C -3.25 -1.24 -0.24 0.040
Si -3.75 -3.01 -0.49 0.019
H -3.49 -0.51 -1.03 0.007
H -3.41 -0.81 0.76 0.003
C -4.89 -3.01 -1.98 0.004
C -4.60 -3.59 1.07 0.001
C -2.34 -4.25 -0.85 0.039
H -0.60 2.87 -3.73 0.001
H 0.69 2.09 -2.78 0.001
H -0.31 3.33 -2.01 0.000
H -3.19 1.32 -0.18 0.000
H -3.31 2.78 -1.19 0.000
H -1.91 2.54 -0.13 0.000
H -2.28 -0.94 -3.15 0.004
H -1.41 0.02 -4.32 0.000
H -3.09 0.36 -4.02 0.000
H -4.97 -2.74 1.65 0.000
H -3.93 -4.18 1.70 0.000
H -5.45 -4.22 0.77 0.000
H -2.18 -4.89 0.02 0.001
H -1.33 -3.90 -1.16 0.008
H -2.70 -4.83 -1.71 0.008
H -5.87 -3.43 -1.69 0.000
H -4.48 -3.61 -2.80 0.001
H -5.06 -1.99 -2.34 0.000
S 1.45 -3.60 2.86 0.091
C -0.07 -3.25 3.56 0.140
C -1.01 -2.81 2.60 0.027
C -0.47 -2.76 1.31 0.339
C 0.83 -3.17 1.25 0.049
C 1.57 -3.10 0.03 0.161
C 2.96 -3.27 -0.11 0.003
C 3.57 -2.96 -1.33 0.119
C 2.77 -2.45 -2.36 0.087
C 1.39 -2.34 -2.17 0.037
N 0.81 -2.70 -1.02 0.181
H -0.21 -3.41 4.62 0.010
H -2.03 -2.50 2.81 0.000
H 3.54 -3.60 0.75 -0.002
H 4.63 -3.12 -1.49 0.009
H 3.20 -2.12 -3.32 0.006
H 0.73 -1.89 -2.93 0.001
```

Properties
* LUMO level (alpha / beta): -0.008 / -0.008 hartree
* multiplicity: 3
* relative energy (zero: lowest compared OMol25 entry of this formula, charge and spin): 402.0 kJ/mol
* HOMO (alpha / beta): -3.215 / -6.349 eV
* frontier orbital gap (alpha / beta): 0.1098 / 0.2250 hartree
* E_tot: -62368.6384 eV